Molecular formula: C9H11IN4O3
Method: DFT, ωB97M-V/def2-TZVPD

```
28
Properties=species:S:1:pos:R:3:forces:R:3:lowdin_charge:R:1
I -0.38629 0.07614 -3.66486 0.95 -0.23 0.09 0.9487
O 1.11400 -1.90066 -2.14081 0.54 0.23 0.43 -0.0407
O 4.03911 -0.35386 -4.05301 0.59 0.71 1.36 0.1332
O 2.10423 -1.54554 -4.15313 -0.20 1.06 0.01 -0.0468
N -2.80559 0.97321 -1.91077 -0.31 -0.01 0.08 0.0499
N -3.15932 -0.04923 1.78364 0.03 0.03 0.05 0.1547
N 1.92038 -1.21032 0.04500 0.92 0.74 2.71 0.1922
N 3.18903 0.61214 5.31043 -0.04 0.03 -0.07 0.1212
C -3.47360 0.10917 -1.55526 -0.06 0.00 0.10 -0.3109
C -2.52833 0.56398 2.51996 0.03 0.03 0.02 -0.2517
C 2.89042 0.86441 4.23108 -0.02 0.02 -0.05 -0.2839
C 1.53230 -1.59717 -0.94252 -1.10 -0.72 -3.07 -0.3462
C -1.72688 1.34340 3.45531 0.24 0.20 0.25 -0.0696
C -4.31786 -0.99100 -1.10944 -0.26 -0.42 0.05 -0.0915
C 3.18152 -0.85940 -4.67501 0.15 -0.51 -1.68 -0.3145
C 2.50843 1.18453 2.86075 -0.02 0.09 -0.41 -0.0760
C 1.49502 -0.86966 -3.09225 -0.69 -0.48 0.10 -0.7126
H 2.90184 0.45375 2.15362 -0.02 -0.09 0.14 0.0617
H 2.88351 2.16350 2.56118 0.06 -0.01 0.19 0.0826
H -1.12868 2.09225 2.93565 -0.11 -0.07 -0.14 0.0791
H -5.21728 -0.62683 -0.61407 0.13 0.17 0.00 0.0809
H -1.04292 0.70701 4.01782 -0.10 -0.12 -0.09 0.0821
H -2.35535 1.86712 4.17546 -0.11 -0.09 -0.10 0.0843
H -3.79450 -1.63245 -0.40199 0.13 0.20 0.01 0.0645
H 1.42515 1.19960 2.74266 0.03 -0.08 0.14 0.0596
H 2.13932 -0.13858 -2.58149 -0.16 -0.27 -0.47 0.1089
H 3.24692 -0.82991 -5.78536 -0.71 -0.57 0.46 0.1615
H -4.63500 -1.61391 -1.94688 0.11 0.17 -0.12 0.0792
```
Forces are in eV/Å.

The calculation puts the orbital gap at 9.87 eV. As for the SMILES: N#CO[C@H](I)OC=O.CC#N.CC#N.CC#N. The calculation puts the electronic energy at -1091.88720 a.u. The HOMO energy comes out at -0.3637 Ha. The LUMO energy comes out at -0.03 eV.